(1)
Formula: C5H13NO2
Source: OMol25
Level of theory: ωB97M-V with the def2-TZVPD basis set

Structure (XYZ):
```
21
Properties=species:S:1:pos:R:3:forces:R:3
C -1.6013 0.0882 1.7444 -1.0854 -0.4321 0.3018
C -1.7686 -0.7573 0.7271 0.7336 -0.5183 -0.0696
C -1.8352 -0.4154 -0.7522 -0.2022 -0.6448 -0.1307
C -0.7875 0.6783 -1.0575 -0.2858 -0.6305 -0.4416
N 0.6342 0.2618 -1.0093 -0.4747 0.4319 0.5422
C 1.3578 0.9269 0.0629 -0.7937 -0.5791 2.0992
O 1.4218 2.3260 -0.1409 -0.0248 -0.3915 -1.0989
H -1.4694 -0.4306 2.7053 -0.0826 0.8400 -0.1900
H -1.8244 1.1664 1.7131 0.6274 -0.5228 0.0091
H -1.6784 -1.7974 1.0437 -0.0656 -0.0350 -0.4915
H -2.8717 -0.0921 -1.0265 0.8427 0.1587 0.1986
H -1.6685 -1.2955 -1.4722 0.0020 0.9266 1.3628
H -0.8983 1.5103 -0.3378 -0.2928 -0.0339 -1.0090
H -0.9572 0.8362 -2.1157 -0.3079 1.3401 -0.0909
H 0.6244 -0.7463 -1.0006 0.8278 -0.1962 0.1922
H 0.8164 0.8686 1.0471 0.2872 -0.3438 -0.5979
H 2.3445 0.4892 0.2639 -0.0146 0.0444 -0.6578
H 1.0918 2.3987 -1.0481 0.3732 0.5419 0.0010
O 1.8075 -2.7356 0.3594 -0.5324 -0.3306 -0.2870
H 2.7544 -2.6596 0.4883 -0.0300 0.4006 0.1816
H 1.3489 -1.9550 0.6910 0.4984 -0.0255 0.1764
```
Forces are in eV/Å.

**Total charge**: 0
**SMILES string**: C=CCCNCO.O
**Energy above the lowest of the compared OMol25 structures with the same formula, charge and spin**: 67.0 kcal per mole

***

(2)
Formula: C5H13NO2
Source: OMol25
Level of theory: ωB97M-V with the def2-TZVPD basis set

Structure (XYZ):
```
21
Properties=species:S:1:pos:R:3:forces:R:3
C 1.7051 1.0226 -0.4739 -3.3063 -4.1802 -0.3266
C 0.3481 1.0858 0.3895 1.2650 0.1821 -2.8739
C -0.5361 2.2419 -0.2634 0.1068 0.6560 5.3330
C -0.5218 -0.1653 0.3151 1.6146 0.2855 -2.0924
C -0.0813 -1.4903 0.7991 1.7936 -2.1478 0.9833
N 0.9818 -1.5909 1.7550 -2.2106 0.5219 -1.7495
O -0.5963 -2.5224 0.3734 0.3073 0.6567 0.4241
H 1.4698 0.7974 -1.5236 -0.4154 1.0221 -0.0797
H 2.2571 1.8568 -0.3493 2.0025 2.6132 0.2696
H 2.2584 0.0764 -0.3625 0.2861 0.4529 1.1036
H 0.6382 1.2335 1.4212 -0.2088 0.5704 0.3344
H -1.5854 2.2016 0.2442 1.5993 0.1067 -1.4380
H -0.4921 2.1835 -1.2932 -0.4086 -0.3010 -2.0862
H -0.1057 3.2401 0.0613 -0.4481 -1.0159 -0.5195
H -1.3115 0.1739 0.8373 -3.0612 0.4165 2.6079
H -1.0532 -0.2756 -0.6502 0.9151 -0.2408 -0.0009
H 1.3085 -2.5352 1.9779 -0.0441 0.9281 -0.1827
H 1.5044 -0.7391 1.8906 0.3379 -0.5175 0.3191
O -2.0530 -2.0472 -2.0407 0.6967 0.3080 -0.5310
H -2.8236 -2.4088 -1.6221 -0.4805 -0.2892 0.3573
H -1.3115 -2.3385 -1.4858 -0.3413 -0.0278 0.1481
```
Forces are in eV/Å.

**Total charge**: 0
**SMILES string**: CC(C)CC(N)=O.O
**Energy above the lowest of the compared OMol25 structures with the same formula, charge and spin**: 29.4 kcal per mole

***

(3)
Formula: C5H13NO2
Source: OMol25
Level of theory: ωB97M-V with the def2-TZVPD basis set

Structure (XYZ):
```
21
Properties=species:S:1:pos:R:3:forces:R:3
N -1.2609 0.0655 0.7229 -0.1351 -0.2757 -0.2788
C -0.1358 0.3090 0.0148 0.1701 -0.8139 0.2439
C 0.6803 -0.8358 -0.3799 0.1596 0.4306 -1.0232
C 1.3336 3.4758 -1.5064 -0.2365 0.2750 0.1193
C 1.2299 2.0823 -1.0140 0.2927 -0.0396 0.0376
C 0.1489 1.6494 -0.3531 0.0191 0.8721 0.4809
H -1.6301 -0.8634 0.4435 0.2309 -0.8358 0.3133
H -1.0933 0.0273 1.7297 -0.4230 0.5573 0.0756
H 0.0344 -1.5857 -0.8731 -0.1144 -0.1540 0.3083
H 1.4859 -0.5404 -1.0457 0.1369 -0.1363 0.0006
H 1.3524 3.5040 -2.5985 0.2421 -0.0944 0.0132
H 2.2151 3.9914 -1.1202 0.1061 -0.1461 -0.1428
H 0.4575 4.0398 -1.1980 -0.0624 0.0998 0.0384
H 2.0716 1.4219 -1.1737 0.0012 -0.1161 -0.2339
H -0.5948 2.3967 -0.1003 -0.2253 -0.2042 -0.0231
H -0.7577 -2.7158 1.1343 0.0800 -0.0590 0.3591
H -0.1726 -3.3397 2.5310 -0.0045 -0.0573 0.0394
O -0.1576 -2.5382 2.0071 -0.0196 0.2327 -0.2309
H -2.0926 -3.3900 -0.2423 -0.1014 0.0510 0.0162
H 1.0411 -1.3319 0.5302 -0.2188 -0.0725 0.0213
O -1.5170 -2.6479 -0.0546 0.1024 0.4863 -0.1344
```
Forces are in eV/Å.

**Total charge**: 0
**Energy above the lowest of the compared OMol25 structures with the same formula, charge and spin**: 88.8 kcal per mole

***

(4)
Formula: C5H13NO2
Source: OMol25
Level of theory: ωB97M-V with the def2-TZVPD basis set

Structure (XYZ):
```
21
Properties=species:S:1:pos:R:3:forces:R:3
N -0.5196 -1.0930 1.6928 0.2081 0.0589 0.0683
C -1.8772 -0.5931 1.8654 -0.3885 -0.2492 0.1908
C -2.1642 0.3605 0.7319 0.6606 -0.0629 0.4602
O -2.9414 0.1739 -0.1533 -0.5564 -0.0169 -0.3754
H 0.1176 -0.3131 1.5569 0.1265 -0.0556 0.0804
H -0.2225 -1.5798 2.5310 0.0033 0.0138 -0.0745
H -2.5690 -1.4396 1.8298 -0.0735 0.2254 -0.0207
H -2.0340 -0.0376 2.8090 0.0018 -0.0947 -0.1441
H -1.5160 1.2626 0.7576 -0.0683 0.0919 -0.1097
C 2.3917 -0.6542 -0.5382 -0.1170 -0.2212 0.1338
C 2.1045 0.7372 -0.0935 0.4457 0.0466 -0.3601
O 1.4286 1.0456 0.8504 -0.1827 0.1664 0.2562
H 2.2246 -0.7374 -1.6107 0.0225 -0.0019 -0.0793
H 1.7748 -1.3718 -0.0048 -0.0568 -0.0562 0.0261
H 3.4470 -0.8654 -0.3498 0.0392 0.0213 -0.0432
H 2.6034 1.5160 -0.7026 -0.0686 0.1319 0.0562
C -0.4442 0.7164 -2.2325 -0.1952 -0.1364 -0.2037
H -1.4169 1.0138 -2.6111 -0.0811 -0.0227 -0.0161
H -0.5468 -0.2192 -1.6926 -0.0018 -0.0826 0.0665
H -0.0807 1.4877 -1.5740 0.1307 0.2657 0.2547
H 0.2405 0.5905 -3.0620 0.1513 -0.0213 -0.1664
```
Forces are in eV/Å.

**Total charge**: 0
**SMILES string**: NCC=O.CC=O.C
**Energy above the lowest of the compared OMol25 structures with the same formula, charge and spin**: 46.3 kcal per mole

***

(5)
Formula: C5H13NO2
Source: OMol25
Level of theory: ωB97M-V with the def2-TZVPD basis set

Structure (XYZ):
```
21
Properties=species:S:1:pos:R:3:forces:R:3
C 0.2204 2.7087 1.0305 -0.3766 0.8282 0.0794
C 1.2019 1.7237 0.4501 0.7154 1.0680 0.2307
N 0.5405 0.5104 0.0729 0.5177 -0.1504 0.2462
C 0.3366 -0.4025 1.0542 -0.9493 -0.4966 -0.7459
O -0.0163 -1.5708 0.8861 0.5025 1.4275 0.4661
C 0.3672 0.2629 -1.3289 -0.2052 -0.7347 -1.1701
C -1.1178 0.0666 -1.6686 -0.1854 -0.2321 0.2201
H -0.5782 2.8696 0.2868 0.1588 0.0697 0.3929
H 0.7181 3.6733 1.2266 -0.2628 -0.2858 0.0050
H -0.2386 2.3526 1.9681 0.1851 0.1010 -0.3805
H 1.6405 2.1680 -0.4640 -0.0215 -0.2936 0.5850
H 2.0266 1.5458 1.1669 -0.2818 -0.0554 -0.3922
H 0.4190 0.1675 2.0113 0.1821 -1.0677 0.1528
H 0.7114 1.1334 -1.9198 0.1081 -0.4564 0.5305
H 1.0086 -0.5992 -1.5948 -0.5150 0.2062 -0.1881
H -1.6231 1.0427 -1.5772 0.0679 -0.3996 -0.0444
H -1.5654 -0.6308 -0.9407 0.1117 0.2492 -0.3972
H -1.2918 -0.3259 -2.6846 0.2206 0.1850 0.3864
O -0.5627 -5.7455 0.7044 -1.1345 0.4640 -0.1224
H -0.7638 -4.8699 0.3030 0.2228 -0.8468 0.4990
H -1.4332 -6.0806 1.0176 0.9394 0.4203 -0.3532
```
Forces are in eV/Å.

**Total charge**: 0
**SMILES string**: CCN(C=O)CC.O
**Energy above the lowest of the compared OMol25 structures with the same formula, charge and spin**: 26.7 kcal per mole

***

(6)
Formula: C5H13NO2
Source: OMol25
Level of theory: ωB97M-V with the def2-TZVPD basis set

Structure (XYZ):
```
21
Properties=species:S:1:pos:R:3:forces:R:3
C -1.0975 -1.1583 0.3139 0.2431 -0.3401 -0.2806
C -1.1393 0.1586 -0.4468 0.5393 0.2313 0.3464
C -1.1039 -0.0502 -1.9568 -1.1695 -0.2842 -0.1158
C 0.0402 1.0896 -0.1173 0.4567 -0.0132 -0.0278
N 0.2312 1.4489 1.2882 -0.9907 0.2165 -0.4287
C 0.8953 0.6868 2.1718 0.5102 -0.1781 -0.1267
O 1.6320 -0.2321 1.8568 -0.1075 -0.2268 -0.0182
H -1.8861 -1.8251 -0.0413 -0.0844 0.0872 0.0818
H -0.1540 -1.6662 0.1067 0.0258 -0.0507 0.0327
H -1.1870 -1.0693 1.3962 -0.0371 0.1886 -0.0139
H -2.0505 0.6985 -0.1752 -0.1566 -0.0469 -0.0732
H -1.4745 0.8374 -2.4648 0.4957 0.3203 -0.1569
H -1.8492 -0.7961 -2.2520 0.1723 -0.2062 0.1509
H -0.1394 -0.3792 -2.3373 0.1188 0.1495 0.0763
H -0.1077 2.0204 -0.6563 -0.0354 0.2150 -0.0838
H 0.9778 0.6814 -0.4951 -0.0525 -0.2140 0.0514
H -0.3851 2.1923 1.5842 0.2293 -0.2498 0.5380
H 0.7885 0.9476 3.2310 -0.1994 0.3494 0.0134
O 2.5226 -1.3441 -0.6782 0.0144 -0.0089 -0.0446
H 2.0628 -1.1735 0.1567 0.0324 0.1056 0.1498
H 3.4238 -1.0675 -0.4844 -0.0051 -0.0444 -0.0705
```
Forces are in eV/Å.

**Total charge**: 0
**SMILES string**: CC(C)CNC=O.O
**Energy above the lowest of the compared OMol25 structures with the same formula, charge and spin**: 9.2 kcal per mole

***

no.,E_LUMO (eV),HOMO energy (hartree),Kohn-Sham gap (eV)
1,0.7950,-0.3338,9.9
2,0.8068,-0.3698,10.9
3,-1.8070,-0.2961,6.2
4,0.9226,-0.3439,10.3
5,0.8259,-0.3450,10.2
6,0.7518,-0.3656,10.7